Entry from the OMol25 dataset: an isolated molecule of C7H10 (ωB97M-V/def2-TZVPD).

XYZ file:
```
17
Properties=species:S:1:pos:R:3:forces:R:3
C -1.57508 -0.13829 0.62026 0.0 0.0 0.0
C -0.82897 -0.77918 -0.53544 -0.1 -0.1 0.1
C -0.65193 0.03348 -1.78532 -0.1 0.1 -0.2
C 0.54687 -0.31194 -0.93725 0.0 0.0 0.0
C 1.29597 0.71597 -0.08995 -0.1 0.1 -0.1
C 1.54366 0.29768 1.30364 0.1 -0.1 0.4
C 1.73101 0.00428 2.45849 -0.1 0.1 -0.5
H -2.65530 -0.23981 0.46124 0.2 0.0 0.0
H -1.32851 -0.58687 1.58763 0.0 0.0 -0.2
H -1.35683 0.93468 0.69223 0.0 -0.2 0.0
H -1.03262 -1.84166 -0.66429 0.0 0.2 0.0
H -0.74797 -0.47314 -2.74284 0.1 0.2 0.2
H -1.01884 1.05602 -1.78599 0.0 -0.1 0.1
H 1.18484 -1.02513 -1.44919 0.0 -0.2 0.5
H 0.73371 1.65652 -0.05700 0.1 -0.1 0.0
H 2.25974 0.95498 -0.55812 -0.2 0.0 0.0
H 1.90026 -0.25758 3.48188 0.0 0.1 -0.3
```
Positions in Å, forces in eV/Å.

Computed properties:
- Total energy: -7418.4863 eV
- HOMO-LUMO gap: 10.9 eV
- SMILES: C#CC[C@@H]1C[C@@H]1C
- E_LUMO: 1.1300 eV

Mulliken population analysis, charges in e, atoms 1 to 2: atom 1 (C): -1.382, atom 2 (C): 0.243